Model i:
2 unconnected molecules or ions with the total composition C3H12NO, computed with ωB97M-V/def2-TZVPD.

Values from the calculation:
Multiplicity: 2
Net charge: +2

Structure (XYZ):
```
17
Properties=species:S:1:pos:R:3:mulliken_spin:R:1
C 1.400 0.961 0.225 0.003
C 1.268 0.823 1.644 0.007
N 0.044 1.074 -0.518 0.039
H 1.966 1.702 -0.099 0.006
H 1.811 -0.043 -0.250 0.007
H 2.304 0.696 2.089 0.000
H 0.764 0.094 2.000 -0.001
H 0.192 1.904 -1.234 0.002
H -0.176 0.262 -1.191 -0.001
H -0.672 1.166 0.087 -0.002
H 1.032 1.799 2.192 0.000
C -1.386 -1.718 0.034 0.075
O -1.140 -1.081 -1.266 0.769
H -1.824 -1.010 -2.014 -0.019
H -1.960 -2.666 -0.174 0.071
H -1.958 -1.113 0.603 0.046
H -0.356 -2.057 0.329 -0.001
```

Model ii:
2 unconnected molecules or ions with the total composition C3H12NO, computed with ωB97M-V/def2-TZVPD.

Values from the calculation:
Multiplicity: 2
Net charge: +2

Structure (XYZ):
```
17
Properties=species:S:1:pos:R:3:mulliken_spin:R:1
C -0.587 -2.006 0.349 0.169
C 0.481 -1.073 -0.037 0.074
N 0.033 0.200 -0.606 0.016
C 1.083 1.009 -1.413 -0.001
H -1.332 -2.268 -0.455 0.120
H -0.209 -2.955 0.725 -0.001
H -1.273 -1.545 1.118 0.114
H 0.948 -0.814 0.962 0.131
H 1.275 -1.534 -0.630 0.056
H -0.409 0.790 0.127 0.006
H -0.755 0.146 -1.241 0.003
H 1.987 0.871 -0.832 0.001
H 0.782 2.047 -1.311 0.001
H 1.180 0.610 -2.417 0.002
H -0.439 2.659 1.926 -0.010
H -1.851 2.048 1.953 -0.010
O -0.914 1.813 1.783 0.331
```

The calculated energies rank the structures as follows, beginning with the most stable: model ii, model i.

Model i:
C19H29N3O4 in the gas phase, computed with ωB97M-V/def2-TZVPD.

Values from the calculation:
Net charge: 0
SMILES: CN(CCC1CCOCC1)C(=O)C[C@H]1C(=O)NCCN1Cc1ccoc1

Structure (XYZ):
```
55
Properties=species:S:1:pos:R:3:nbo_charge:R:1
C -0.711 -1.378 3.133 -0.432
N -1.266 -0.271 2.387 -0.446
C -1.533 0.928 3.163 -0.229
C -0.304 1.752 3.567 -0.396
C 0.571 2.305 2.433 -0.213
C 1.478 1.236 1.820 -0.435
C 2.324 1.851 0.705 -0.062
O 1.527 2.441 -0.293 -0.535
C 0.722 3.475 0.228 -0.058
C -0.232 2.967 1.310 -0.456
C -1.807 -0.363 1.149 0.695
O -2.378 0.582 0.625 -0.654
C -1.663 -1.681 0.414 -0.524
C -0.243 -1.885 -0.205 -0.116
C 0.104 -3.361 -0.035 0.689
O 0.269 -3.837 1.075 -0.649
N 0.159 -4.118 -1.141 -0.603
C 0.061 -3.638 -2.500 -0.211
C -0.716 -2.327 -2.514 -0.236
N -0.080 -1.442 -1.566 -0.451
C -0.342 -0.026 -1.785 -0.275
C 0.225 0.404 -3.095 -0.043
C 1.565 0.216 -3.536 -0.332
C 1.636 0.770 -4.773 0.093
O 0.448 1.286 -5.132 -0.400
C -0.401 1.057 -4.114 0.064
H 0.081 -1.004 3.779 0.203
H -1.480 -1.838 3.764 0.191
H -0.286 -2.143 2.489 0.250
H -2.210 1.545 2.570 0.244
H -2.053 0.630 4.082 0.192
H 0.333 1.163 4.232 0.196
H -0.687 2.594 4.149 0.213
H 1.221 3.070 2.880 0.197
H 2.135 0.805 2.578 0.209
H 0.865 0.441 1.398 0.203
H 2.919 1.087 0.198 0.190
H 3.005 2.605 1.133 0.158
H 0.167 3.872 -0.624 0.195
H 1.365 4.271 0.639 0.154
H -0.814 3.804 1.700 0.208
H -0.916 2.250 0.857 0.240
H -1.894 -2.512 1.080 0.242
H -2.399 -1.672 -0.392 0.236
H 0.486 -1.334 0.402 0.227
H 0.427 -5.082 -0.998 0.406
H 1.064 -3.465 -2.910 0.193
H -0.441 -4.395 -3.109 0.201
H -1.777 -2.521 -2.283 0.170
H -0.660 -1.878 -3.506 0.230
H 0.167 0.534 -0.996 0.233
H -1.412 0.222 -1.747 0.200
H 2.348 -0.266 -2.990 0.231
H 2.441 0.863 -5.475 0.201
H -1.407 1.412 -4.221 0.203
```

Model ii:
C19H29N3O4 in the gas phase, computed with ωB97M-V/def2-TZVPD.

Values from the calculation:
Net charge: 0
SMILES: CCOC(=O)c1c(C)c(C(=O)NCCCN2CCCC2=O)c(C)n1CC

Structure (XYZ):
```
55
Properties=species:S:1:pos:R:3:nbo_charge:R:1
C -4.420 -3.415 -0.676 -0.634
C -4.561 -2.479 0.517 -0.074
O -3.417 -1.643 0.665 -0.509
C -3.380 -0.527 -0.088 0.775
O -4.298 -0.208 -0.817 -0.631
C -2.146 0.224 0.095 -0.053
C -0.905 -0.200 0.561 0.034
C -0.565 -1.595 0.962 -0.682
C -0.042 0.925 0.491 -0.218
C 1.372 1.069 0.884 0.665
O 2.074 1.998 0.499 -0.682
N 1.849 0.141 1.742 -0.607
C 3.205 0.151 2.232 -0.230
C 4.029 -1.044 1.741 -0.423
C 4.669 -0.834 0.365 -0.202
N 3.719 -0.598 -0.699 -0.436
C 3.841 0.546 -1.579 -0.214
C 2.916 0.202 -2.750 -0.404
C 1.902 -0.756 -2.129 -0.505
C 2.648 -1.365 -0.953 0.697
O 2.320 -2.360 -0.333 -0.663
C -0.792 1.986 -0.021 0.252
C -0.370 3.386 -0.279 -0.677
N -2.044 1.554 -0.266 -0.295
C -3.135 2.398 -0.691 -0.227
C -3.909 2.940 0.509 -0.610
H -5.280 -4.075 -0.726 0.216
H -4.366 -2.836 -1.595 0.223
H -3.516 -4.013 -0.582 0.210
H -4.623 -3.040 1.452 0.189
H -5.449 -1.850 0.399 0.200
H -1.308 -2.282 0.570 0.245
H 0.408 -1.896 0.577 0.259
H -0.576 -1.701 2.049 0.211
H 1.271 -0.638 2.003 0.406
H 3.176 0.142 3.328 0.196
H 3.652 1.092 1.901 0.230
H 3.393 -1.929 1.700 0.237
H 4.837 -1.233 2.450 0.209
H 5.263 -1.725 0.123 0.203
H 5.337 0.029 0.400 0.203
H 4.880 0.678 -1.892 0.189
H 3.504 1.450 -1.059 0.230
H 2.451 1.089 -3.174 0.217
H 3.477 -0.306 -3.536 0.204
H 1.548 -1.528 -2.809 0.232
H 1.033 -0.223 -1.736 0.236
H -0.461 3.627 -1.338 0.221
H 0.672 3.495 0.009 0.280
H -0.977 4.091 0.287 0.217
H -3.804 1.809 -1.319 0.253
H -2.725 3.221 -1.279 0.204
H -3.252 3.489 1.181 0.205
H -4.361 2.120 1.061 0.214
H -4.699 3.605 0.170 0.215
```

Model iii:
C19H29N3O4 in the gas phase, computed with ωB97M-V/def2-TZVPD.

Values from the calculation:
Net charge: 0
SMILES: CCCCOC(=O)c1ccc(NC(=O)C(=O)NCCN(CC)CC)cc1

Structure (XYZ):
```
55
Properties=species:S:1:pos:R:3:nbo_charge:R:1
C -6.094 -2.742 -0.955 -0.610
C -7.567 -2.359 -0.873 -0.392
C -7.796 -0.850 -0.772 -0.425
C -7.345 -0.238 0.554 -0.076
O -5.928 -0.204 0.699 -0.516
C -5.279 0.780 0.062 0.789
O -5.832 1.642 -0.579 -0.603
C -3.810 0.686 0.233 -0.194
C -3.218 -0.302 1.017 -0.142
C -1.846 -0.362 1.131 -0.274
C -1.041 0.564 0.465 0.254
N 0.337 0.450 0.604 -0.606
C 1.331 1.180 0.059 0.594
O 1.245 2.139 -0.684 -0.603
C 2.689 0.621 0.498 0.576
O 2.764 -0.360 1.223 -0.640
N 3.711 1.327 0.013 -0.573
C 5.088 0.945 0.184 -0.257
C 5.605 0.147 -1.044 -0.209
N 6.751 -0.695 -0.825 -0.455
C 7.886 -0.023 -0.220 -0.212
C 9.210 -0.692 -0.581 -0.615
C 6.475 -2.042 -0.365 -0.207
C 5.905 -2.212 1.049 -0.648
C -1.630 1.559 -0.314 -0.280
C -3.004 1.614 -0.424 -0.128
H -5.617 -2.242 -1.795 0.202
H -5.569 -2.460 -0.047 0.209
H -5.991 -3.817 -1.093 0.207
H -8.078 -2.722 -1.767 0.202
H -8.023 -2.849 -0.010 0.191
H -7.275 -0.340 -1.585 0.217
H -8.863 -0.644 -0.878 0.214
H -7.727 0.787 0.627 0.204
H -7.704 -0.829 1.399 0.188
H -3.838 -1.017 1.533 0.231
H -1.383 -1.128 1.737 0.213
H 0.685 -0.309 1.190 0.435
H 3.469 2.081 -0.620 0.426
H 5.134 0.321 1.076 0.228
H 5.691 1.841 0.342 0.202
H 5.853 0.860 -1.840 0.189
H 4.791 -0.488 -1.402 0.202
H 7.897 0.995 -0.619 0.191
H 7.803 0.050 0.876 0.164
H 9.250 -0.877 -1.651 0.214
H 10.035 -0.040 -0.305 0.211
H 9.336 -1.636 -0.058 0.202
H 5.775 -2.485 -1.081 0.192
H 7.410 -2.600 -0.439 0.193
H 4.892 -1.825 1.122 0.224
H 5.877 -3.271 1.295 0.213
H 6.533 -1.712 1.784 0.198
H -1.007 2.275 -0.824 0.254
H -3.478 2.375 -1.024 0.238
```

The calculated energies rank the structures as follows, beginning with the most stable: model ii, model iii, model i.